# 1
{"formula": "C20H32F4NO8S3", "method": "ωB97M-V/def2-TZVPD", "total_charge": 1, "gap_ev": 8.476, "lumo_energy_ev": -2.439, "homo_energy_ev": -10.91, "symbols": ["C", "C", "N", "C", "C", "S", "O", "O", "C", "O", "C", "C", "O", "C", "F", "C", "C", "C", "F", "C", "F", "F", "H", "H", "H", "H", "H", "H", "H", "H", "H", "H", "H", "H", "H", "H", "H", "H", "C", "C", "C", "S", "O", "O", "C", "H", "H", "H", "H", "H", "H", "H", "H", "C", "C", "C", "S", "O", "O", "C", "H", "H", "H", "H", "H", "H", "H", "H"], "xyz": [[0.867072, -2.593540, -0.340072], [-0.134965, -1.983560, -0.549890], [-1.103904, -1.081580, -1.018546], [-2.477128, -1.686767, -0.779973], [-2.919148, -2.416658, -2.058910], [-3.678490, -1.446619, -3.383733], [-4.956379, -2.018657, -3.671319], [-2.719850, -1.450659, -4.455061], [-3.272572, -0.486874, -0.260123], [-4.258478, -0.807029, 0.610534], [-5.589297, -0.493691, 0.118724], [-5.913637, 0.982989, 0.309921], [-2.230562, 0.242300, 0.458564], [-1.140830, 0.304521, -0.333361], [-1.435250, 1.233217, -1.322169], [0.133260, 0.758767, 0.315672], [1.295561, 0.822885, -0.718399], [2.075200, 2.088360, -0.520424], [1.952498, 2.725665, 0.676030], [2.877184, 2.665309, -1.441835], [3.881211, 2.009812, -2.000884], [2.763093, 3.895468, -1.888201], [1.707600, -3.247876, -0.294563], [-0.888980, -0.904895, -2.009151], [-2.454702, -2.463272, -0.021674], [-2.020847, -2.827366, -2.522345], [-3.567874, -3.264870, -1.857977], [-3.787291, -0.159347, -2.965248], [-3.607426, 0.253552, -0.990443], [-5.621635, -0.791475, -0.930569], [-6.285633, -1.101455, 0.686030], [-6.968565, 1.154820, 0.496489], [-5.318419, 1.386453, 1.128155], [-5.610354, 1.541714, -0.577373], [0.403497, 0.116265, 1.141852], [-0.072049, 1.757913, 0.672332], [1.906379, -0.070098, -0.563299], [0.928371, 0.781976, -1.743121], [-0.996517, 2.305517, 5.973889], [-0.513806, 3.677952, 5.485677], [-0.264957, 3.565684, 3.975661], [-1.378732, 2.287306, 3.381608], [-0.591276, 1.173782, 2.895471], [-2.401615, 2.874302, 2.552473], [-2.062099, 1.859191, 4.977066], [-1.394546, 2.352150, 6.985667], [-0.164448, 1.598270, 5.971293], [-1.285695, 4.425208, 5.677247], [0.386642, 3.997862, 6.006340], [-0.483780, 4.491632, 3.450056], [0.752481, 3.247118, 3.755540], [-2.270255, 0.792171, 5.008011], [-2.984792, 2.425390, 5.100311], [5.653027, -3.338270, -3.349121], [6.230603, -1.941688, -3.614447], [5.427848, -0.944155, -2.768661], [4.842690, -1.861455, -1.339216], [3.391267, -1.929275, -1.389584], [5.509680, -1.402205, -0.152388], [5.506611, -3.447064, -1.834271], [6.294412, -4.124056, -3.743183], [4.674847, -3.431011, -3.826313], [7.279339, -1.917908, -3.314401], [6.187112, -1.681150, -4.670122], [6.034301, -0.111381, -2.422625], [4.557261, -0.569622, -3.303792], [4.833398, -4.240028, -1.516611], [6.474335, -3.559967, -1.347218]], "forces_ev_per_a": [[-0.24, -0.54, -0.29], [0.52, 0.75, -0.22], [0.36, -0.78, 0.21], [-1.04, -0.08, -1.44], [0.25, 0.56, 0.36], [0.14, -1.36, -1.88], [-0.34, 0.48, 0.78], [0.44, 0.58, 0.45], [0.28, 1.14, 0.85], [-0.03, -0.55, -0.16], [-0.10, 0.42, 0.23], [0.67, 0.03, -0.42], [0.22, -0.81, 0.39], [-0.51, 1.76, 1.26], [0.17, -0.90, -0.87], [0.50, -0.31, -0.98], [0.61, -0.93, 0.93], [0.82, 0.00, -0.25], [-1.28, 0.67, -0.50], [-0.44, -0.31, 0.65], [-0.79, -0.17, -1.29], [1.06, 0.39, 0.78], [0.11, 0.15, 0.32], [-0.35, -0.10, -0.08], [0.55, 0.40, 0.46], [-0.08, -0.10, -0.16], [-0.31, 0.21, 0.14], [-0.10, -0.15, 0.27], [-0.19, -0.46, -0.41], [-0.31, -0.08, -0.02], [0.21, -0.27, 0.05], [-0.06, -0.03, -0.04], [-0.17, -0.08, 0.22], [-0.19, 0.16, 0.00], [-0.14, 0.09, 0.19], [-0.24, -0.06, 0.26], [0.10, 0.03, -0.14], [0.02, 0.16, -0.06], [0.10, 0.05, -0.08], [-0.08, -0.04, 0.02], [0.16, 0.20, 0.22], [-0.08, 0.18, 0.40], [-0.22, 0.12, 0.26], [0.07, -0.19, -0.26], [0.03, -0.07, 0.30], [-0.01, -0.01, 0.00], [-0.03, -0.03, 0.01], [-0.01, -0.01, -0.01], [0.01, 0.01, -0.02], [-0.02, -0.07, -0.13], [-0.04, -0.09, -0.07], [-0.01, 0.00, -0.14], [-0.01, 0.01, -0.07], [-0.05, 0.13, -0.02], [0.02, -0.07, 0.06], [0.12, 0.04, -0.32], [0.42, -0.05, -0.20], [0.04, 0.02, 0.12], [-0.28, 0.06, 0.17], [-0.01, -0.21, -0.24], [0.00, -0.01, 0.01], [0.00, -0.04, 0.01], [0.00, 0.00, 0.02], [0.00, 0.02, 0.00], [-0.10, 0.03, 0.12], [-0.06, -0.02, 0.08], [-0.03, 0.07, 0.11], [-0.02, 0.05, 0.06]], "nbo_charge": [-0.030, 0.016, -0.445, -0.083, -0.695, 1.999, -0.897, -0.930, 0.361, -0.501, -0.067, -0.656, -0.469, 0.785, -0.356, -0.457, -0.478, 0.200, -0.314, 0.699, -0.293, -0.275, 0.283, 0.473, 0.281, 0.270, 0.293, 0.001, 0.179, 0.168, 0.215, 0.240, 0.242, 0.205, 0.271, 0.284, 0.255, 0.210, -0.407, -0.402, -0.676, 2.169, -0.975, -0.943, -0.671, 0.235, 0.217, 0.215, 0.234, 0.259, 0.251, 0.257, 0.245, -0.406, -0.403, -0.673, 2.169, -0.997, -0.923, -0.670, 0.237, 0.213, 0.218, 0.234, 0.263, 0.246, 0.251, 0.251]}

***

# 2
{"formula": "C18H22ClF2N3O4", "method": "ωB97M-V/def2-TZVPD", "smiles": "CN(CCCCNC(=O)c1cc2nc(Cl)ccc2o1)C(=O)[C@](C)(O)CC(F)F", "de_lowest_kcal_mol": 3.43, "gap_ev": 9.129, "lumo_energy_ev": 0.024, "homo_energy_ev": -9.11, "symbols": ["C", "N", "C", "C", "C", "C", "N", "C", "O", "C", "C", "C", "N", "C", "Cl", "C", "C", "C", "O", "C", "O", "C", "C", "O", "C", "C", "F", "F", "H", "H", "H", "H", "H", "H", "H", "H", "H", "H", "H", "H", "H", "H", "H", "H", "H", "H", "H", "H", "H", "H"], "xyz": [[0.693727, 0.572232, -0.963608], [-0.499776, -0.120694, -0.503676], [-0.345132, -0.858378, 0.741275], [0.217919, -2.264089, 0.572039], [0.230551, -3.021088, 1.908282], [-0.172959, -4.477258, 1.744934], [-1.576021, -4.516226, 1.363684], [-2.307210, -5.651983, 1.408082], [-1.861117, -6.744140, 1.696741], [-3.750385, -5.432507, 1.097378], [-4.518505, -4.322895, 1.172696], [-5.830412, -4.739804, 0.766362], [-6.969818, -4.047832, 0.643410], [-7.994794, -4.745314, 0.224320], [-9.498225, -3.886821, 0.042330], [-7.983595, -6.113198, -0.091312], [-6.807424, -6.825401, 0.033569], [-5.719317, -6.096061, 0.474589], [-4.449467, -6.526528, 0.675718], [-1.662550, 0.091161, -1.177810], [-1.740721, 0.894878, -2.094035], [-2.961681, -0.649408, -0.753675], [-3.635807, 0.134196, 0.371145], [-2.709934, -1.975860, -0.276023], [-3.866306, -0.693985, -1.994898], [-5.024450, -1.653492, -1.880698], [-5.915055, -1.409678, -2.879788], [-4.570295, -2.944959, -2.079317], [0.496854, 1.018594, -1.931859], [0.975161, 1.359469, -0.259521], [1.522228, -0.132390, -1.048458], [0.308657, -0.269256, 1.392575], [-1.303104, -0.930617, 1.247120], [-0.396076, -2.788286, -0.158736], [1.226793, -2.220768, 0.155670], [1.217641, -2.972489, 2.370035], [-0.462890, -2.552027, 2.614226], [0.442772, -4.970035, 0.986430], [-0.049629, -5.036341, 2.672546], [-2.002502, -3.671209, 1.012522], [-4.210214, -3.339196, 1.483191], [-8.892320, -6.587015, -0.429908], [-6.743425, -7.878900, -0.200092], [-3.874141, 1.140710, 0.028723], [-4.555420, -0.366107, 0.676476], [-2.992543, 0.219110, 1.245599], [-2.896588, -2.600774, -0.987899], [-4.255937, 0.302155, -2.190287], [-3.292707, -0.981664, -2.878014], [-5.568274, -1.647932, -0.934685]], "forces_ev_per_a": [[0.00, 0.00, -0.01], [-0.02, -0.04, -0.03], [-0.11, -0.08, -0.05], [0.14, 0.10, 0.07], [0.18, -0.06, -0.04], [-0.14, 0.04, 0.02], [0.00, -0.03, 0.00], [0.01, -0.01, 0.00], [0.00, 0.01, -0.02], [0.02, -0.02, -0.07], [-0.03, 0.02, 0.04], [0.04, 0.01, -0.05], [0.02, 0.04, -0.02], [-0.01, -0.01, -0.01], [-0.01, 0.00, 0.00], [0.00, -0.01, 0.00], [0.01, 0.00, -0.01], [0.00, -0.01, 0.00], [-0.03, 0.00, 0.05], [-0.07, 0.17, 0.22], [0.00, -0.08, -0.08], [0.05, 0.01, -0.05], [0.02, 0.02, -0.02], [0.01, -0.05, 0.00], [0.02, -0.01, -0.01], [-0.05, 0.06, -0.01], [0.01, -0.01, 0.01], [0.01, -0.03, 0.05], [0.01, 0.00, -0.01], [-0.01, 0.01, -0.01], [0.00, 0.00, 0.02], [0.00, 0.01, -0.02], [0.00, 0.00, 0.00], [-0.02, 0.01, -0.02], [0.00, 0.00, 0.00], [0.00, 0.01, -0.01], [0.00, -0.01, 0.00], [0.00, 0.00, 0.00], [-0.01, 0.00, 0.00], [0.00, 0.00, 0.02], [-0.01, 0.00, 0.00], [0.00, 0.00, 0.00], [0.00, 0.00, 0.00], [0.01, 0.00, 0.00], [-0.01, 0.01, -0.02], [0.00, -0.02, 0.01], [0.00, -0.02, 0.00], [-0.01, 0.00, 0.00], [0.00, 0.00, 0.01], [0.01, -0.03, 0.01]], "nbo_charge": [-0.415, -0.434, -0.200, -0.418, -0.409, -0.208, -0.621, 0.631, -0.589, 0.216, -0.287, 0.117, -0.419, 0.189, 0.002, -0.269, -0.181, 0.234, -0.379, 0.668, -0.636, 0.183, -0.624, -0.761, -0.497, 0.562, -0.338, -0.369, 0.248, 0.193, 0.196, 0.197, 0.209, 0.213, 0.208, 0.219, 0.200, 0.196, 0.218, 0.416, 0.245, 0.239, 0.240, 0.231, 0.219, 0.216, 0.498, 0.259, 0.245, 0.150]}

***

- Which formula does entry 1 have?
  C20H32F4NO8S3